## a
Computed, not measured: a cluster of 2 separate species, C3H7N3S in total, with ωB97M-V/def2-TZVPD.

Calculated values
**Gap between HOMO and LUMO**: 0.28556 Eh
**Structure (SMILES)**: C1=CSNN=C1.N
**HOMO energy**: -0.259 Ha
**Spin multiplicity**: 1
**LUMO level**: 0.715 eV

Cartesian coordinates (Å):
C -0.9977 2.0891 1.5457
C -2.1051 1.6162 0.9636
S -2.3671 -0.0952 0.7346
N -0.6303 -0.7096 0.8877
N 0.3697 0.0956 1.1861
C 0.1633 1.2328 1.7370
H -0.9528 3.0960 1.7486
H -2.8850 2.4053 0.7519
H -0.2214 -1.3430 0.1643
H 0.9352 1.7449 2.1359
N 0.7795 -1.8979 -1.4103
H 0.8865 -2.9085 -1.1666
H 1.6176 -1.4211 -1.0062
H 0.6773 -1.8596 -2.3509

=====

## b
Computed, not measured: an isolated molecule of C3H7N3S, with ωB97M-V/def2-TZVPD.

Calculated values
**Gap between HOMO and LUMO**: 0.31726 Eh
**Structure (SMILES)**: CC(=S)N/N=C/N
**HOMO energy**: -0.293 Ha
**Spin multiplicity**: 1
**LUMO level**: 0.661 eV

Cartesian coordinates (Å):
C -1.0582 1.7108 0.0220
C -1.1546 0.2188 -0.0077
S -2.5585 -0.6499 0.0021
N 0.0158 -0.4329 -0.0101
N 1.2390 0.2078 0.0043
C 2.2747 -0.5158 0.0122
N 3.5282 -0.0130 -0.0712
H -0.4930 2.0291 -0.8677
H -0.4889 2.0699 0.8837
H -2.0464 2.0897 -0.0459
H -0.0015 -1.4586 -0.0541
H 2.2527 -1.5933 0.0795
H 3.6146 1.0035 0.0459
H 4.2463 -0.5582 0.3046

=====

b takes first place; second place is 0.0836 hartree up.

=====

## a
Computed, not measured: an isolated molecule of C3H7N3S, with ωB97M-V/def2-TZVPD.

Calculated values
**Gap between HOMO and LUMO**: 0.32780 Eh
**Structure (SMILES)**: NC(=S)NN1CC1
**HOMO energy**: -0.302 Ha
**Spin multiplicity**: 1
**LUMO level**: 0.696 eV

Cartesian coordinates (Å):
N 2.3178 -1.4626 -0.2644
C 1.1399 -0.9609 0.0946
S 0.3539 -1.7295 1.3006
N 0.5506 0.0573 -0.6542
N -0.5944 0.8493 -0.5983
C -1.8675 0.4760 -0.0063
C -0.9968 1.5703 0.6292
H 2.5871 -1.0646 -1.2715
H 2.7908 -2.1929 0.3335
H 0.8305 0.3809 -1.6453
H -2.7542 1.0684 -0.6144
H -2.3142 -0.5610 0.5421
H -0.5167 1.0810 1.5522
H -1.5267 2.4883 0.6021

=====

## b
Computed, not measured: an isolated molecule of C3H7N3S, with ωB97M-V/def2-TZVPD.

Calculated values
**Gap between HOMO and LUMO**: 0.35835 Eh
**Structure (SMILES)**: [H]/N=C1/NCCN1S
**HOMO energy**: -0.330 Ha
**Spin multiplicity**: 1
**LUMO level**: 0.769 eV

Cartesian coordinates (Å):
H -0.9629 2.1830 -0.1422
N 0.0503 2.1643 -0.0476
C 0.4232 0.9332 0.0252
N 1.7361 0.5003 0.2432
C 1.8885 -0.8988 -0.1789
C 0.4893 -1.4240 0.1101
N -0.3311 -0.2504 -0.1542
S -1.9837 -0.3140 -0.0660
H 2.4783 1.1849 0.0492
H 2.6365 -1.4133 0.3817
H 2.1457 -1.0734 -1.2360
H 0.4419 -1.6684 1.1972
H 0.1967 -2.2972 -0.4972
H -2.1900 -0.4519 1.2770

=====

## c
Computed, not measured: an isolated molecule of C3H7N3S, with ωB97M-V/def2-TZVPD.

Calculated values
**Gap between HOMO and LUMO**: 0.35370 Eh
**Structure (SMILES)**: C[C@@H]1N=NCN1S
**HOMO energy**: -0.328 Ha
**Spin multiplicity**: 1
**LUMO level**: 0.698 eV

Cartesian coordinates (Å):
C 0.9614 1.3969 0.4587
C 0.8619 -0.1092 0.0340
N 1.1046 -0.3911 -1.2928
N 0.0915 -0.6694 -1.8800
C -1.0740 -0.6301 -1.0755
N -0.5550 -0.4021 0.2995
S -1.1238 -1.4635 1.4623
H 0.2070 1.9017 -0.1550
H 1.9826 1.8484 0.2038
H 0.7209 1.1602 1.5262
H 1.4425 -0.8048 0.5495
H -1.4891 0.2997 -1.5354
H -1.7799 -1.5495 -1.1121
H -1.3506 -0.5872 2.5169

=====

b takes first place; second place is 0.0965 hartree up.

=====

## a
Computed, not measured: an isolated molecule of C3H7N3S, with ωB97M-V/def2-TZVPD.

Calculated values
**Gap between HOMO and LUMO**: 0.32629 Eh
**Structure (SMILES)**: C=NN/C=N/SC
**HOMO energy**: -0.294 Ha
**Spin multiplicity**: 1
**LUMO level**: 0.880 eV

Cartesian coordinates (Å):
C -3.1298 -0.8103 0.1317
N -2.8014 0.3594 -0.1794
N -1.5079 0.7589 -0.3995
C -0.3917 -0.0228 -0.4637
N 0.7286 0.5454 -0.4119
S 2.0509 -0.6547 -0.4716
C 3.2328 0.3390 0.3856
H -4.2200 -1.1389 0.2610
H -2.5035 -1.6121 0.5330
H -1.4206 1.8694 -0.1504
H -0.5879 -1.1523 -0.5003
H 3.2217 0.4106 1.4985
H 3.2391 1.2875 -0.2199
H 4.0899 -0.1791 -0.0129

=====

## b
Computed, not measured: a structure of composition C3H7N3S, with ωB97M-V/def2-TZVPD.

Calculated values
**Gap between HOMO and LUMO**: 0.30748 Eh
**HOMO energy**: -0.299 Ha
**Spin multiplicity**: 1
**LUMO level**: 0.236 eV

Cartesian coordinates (Å):
C -2.2636 1.3280 -0.1475
C -0.4958 0.2722 0.9899
C 2.7219 -1.1820 1.1375
H -3.2522 0.4044 -0.0031
H -2.4456 2.1214 0.8092
H -2.3970 1.8378 -1.5787
H 0.8199 -0.1595 -0.9422
H -1.1957 0.3435 1.9603
H 3.5676 -1.7517 0.7042
H 2.9598 -0.7757 2.3093
N -1.0868 0.6210 -0.1731
N 0.5681 -0.3664 1.3757
N 1.4929 -0.9427 0.5520
S -0.2907 0.0180 -1.7138

=====

## c
Computed, not measured: an isolated molecule of C3H7N3S, with ωB97M-V/def2-TZVPD.

Calculated values
**Gap between HOMO and LUMO**: 0.33772 Eh
**Structure (SMILES)**: C=N/N=C\CSN
**HOMO energy**: -0.306 Ha
**Spin multiplicity**: 1
**LUMO level**: 0.872 eV

Cartesian coordinates (Å):
C -2.0874 -1.4604 0.1994
N -1.5240 -0.5365 -0.4703
N -1.2698 0.6217 -0.2104
C -0.3244 1.3487 0.2074
C 1.0680 1.1101 0.8116
S 1.6095 -0.5873 0.4629
N 1.5833 -0.4809 -1.1996
H -2.2686 -1.1847 1.2931
H -2.3924 -2.3831 -0.1460
H -0.3725 2.4325 0.1461
H 1.7228 1.6939 0.2604
H 1.0546 1.2724 1.8665
H 2.3727 -0.8820 -1.6671
H 0.8282 -0.9643 -1.5539

=====

a takes first place; second place is 0.0113 hartree up.

=====

## a
Computed, not measured: an isolated molecule of CH3N5, with ωB97M-V/def2-TZVPD.

Calculated values
**Gap between HOMO and LUMO**: 0.35946 Eh
**Structure (SMILES)**: [H]/N=c1\nn[nH][nH]1
**HOMO energy**: -0.358 Ha
**Spin multiplicity**: 1
**LUMO level**: 0.027 eV

Cartesian coordinates (Å):
H -2.3177 0.1120 1.0822
N -1.9126 0.4726 0.0688
C -0.7157 0.1825 0.2362
N -0.0319 -0.8504 1.0411
N 1.1547 -0.9656 0.6364
N 1.3138 -0.3772 -0.5785
N 0.2997 0.7454 -0.4270
H 2.2805 -0.0983 -0.7820
H -0.0709 0.7793 -1.2773

=====

## b
Computed, not measured: an isolated molecule of CH3N5, with ωB97M-V/def2-TZVPD.

Calculated values
**Gap between HOMO and LUMO**: 0.35227 Eh
**Structure (SMILES)**: [H]/N=c1/nn[nH][nH]1
**HOMO energy**: -0.346 Ha
**Spin multiplicity**: 1
**LUMO level**: 0.174 eV

Cartesian coordinates (Å):
H -2.4972 0.3801 0.0629
N -1.9977 -0.5284 -0.0671
C -0.7332 -0.4348 -0.1111
N 0.2788 -1.5614 -0.1310
N 1.4799 -1.0852 -0.1102
N 1.5170 0.2785 -0.1540
N 0.0910 0.6377 -0.2977
H 2.0770 0.6309 0.6970
H -0.2157 1.6825 0.1113

=====

b takes first place; second place is 0.0115 hartree up.